# C34H52N18O2

One molecule with the formula C34H52N18O2 at a distorted geometry (ωB97M-V/def2-TZVPD, OMol25).

The strongest force on any atom is 1.1 eV Å⁻¹. The calculation puts the energy relative to the best compared isomer or geometry (same formula, charge and spin) at 0.0 kJ/mol.

Each line ends with the Löwdin charge.
Element x y z (Å)
N1 -5.457 3.770 -1.745  0.103
H1 4.141 3.172 -1.795  0.080
O1 -0.144 -3.726 0.696  0.037
C1 -1.674 -3.893 -2.516  -0.203
C2 -2.819 1.377 1.666  0.023
H2 -5.559 1.136 -1.264  0.096
C3 3.683 1.082 -1.628  -0.281
C4 0.673 -4.762 -1.845  -0.184
C5 -0.466 0.537 -0.944  0.041
C6 -3.250 0.058 1.787  -0.225
H3 2.188 -3.582 -0.860  0.120
H4 -3.853 1.028 -1.315  0.078
H5 3.499 2.436 -3.271  0.085
C7 1.339 1.917 -1.702  0.006
H6 5.231 -1.943 0.146  0.014
C8 1.187 -3.433 -1.276  -0.096
H7 -0.622 -5.569 -3.341  0.111
N2 -0.104 -1.670 -0.138  0.153
H8 6.221 1.144 -1.489  0.127
H9 2.265 2.277 1.530  0.071
C9 -1.957 4.237 1.695  -0.006
C10 0.292 -2.969 -0.154  -0.475
H10 0.262 -5.354 -1.026  0.107
N3 -4.533 -0.248 1.309  0.129
H11 2.469 -1.147 -0.848  0.102
N4 4.023 -2.658 1.411  0.109
N5 -3.249 3.325 -1.747  0.024
C11 -0.993 2.827 -1.689  -0.278
N6 6.108 -1.886 -0.371  0.132
H12 0.409 4.445 -1.551  0.056
H13 3.821 -0.239 0.796  0.051
H14 -1.454 -2.883 -2.167  0.099
H15 -1.248 4.963 -1.857  0.068
H16 -5.181 0.533 1.352  0.147
H17 -0.818 -1.475 0.556  0.107
N7 3.272 -0.500 1.608  0.156
H18 -2.759 -1.917 2.461  0.119
H19 -6.400 3.426 -1.606  0.036
H20 0.320 1.022 2.836  0.109
H21 0.069 -4.004 -3.758  0.111
N8 2.072 -2.170 2.653  0.063
C12 -0.553 -2.867 3.735  -0.015
H22 1.935 -3.152 2.884  0.146
C13 -0.506 4.198 -2.082  -0.012
C14 4.153 2.276 -2.417  -0.013
H23 -3.483 2.100 1.218  0.105
C15 -0.021 1.757 -1.450  -0.155
H24 5.162 2.133 -2.800  0.071
C16 2.240 0.880 -1.466  -0.162
H25 -4.439 -4.989 -0.704  0.112
H26 -4.348 -4.721 -2.441  0.111
C17 1.765 -0.350 -1.010  0.023
N9 7.915 -0.573 -0.832  0.089
H27 -2.302 -3.802 -3.406  0.115
H28 -1.460 5.164 1.978  0.076
C18 -0.685 0.758 2.555  0.024
C19 -1.112 -0.555 2.714  -0.169
C20 3.163 -1.831 1.852  -0.535
H29 -1.510 0.420 -0.707  0.103
H30 0.422 5.101 0.979  0.139
H31 2.400 -0.007 1.739  0.063
N10 -4.670 1.597 -1.154  0.150
H32 2.393 5.949 0.127  0.030
C21 -2.452 -4.661 -1.443  -0.203
C22 6.655 -0.699 -0.718  -0.570
H33 -1.496 -2.738 4.257  0.082
C23 -2.414 -0.903 2.343  0.017
H34 8.230 0.327 -1.177  0.023
N11 1.039 -1.321 2.639  0.067
C24 -1.004 3.074 1.754  -0.279
C25 -3.957 -4.385 -1.477  -0.207
N12 -2.224 2.497 -1.562  0.077
C26 -1.526 1.734 2.033  -0.162
H35 -2.996 -2.041 0.145  0.092
H36 -2.785 4.074 2.379  0.088
H37 -5.451 -2.858 -1.424  0.110
H38 -2.362 4.356 0.690  0.072
H39 0.202 -3.185 4.454  0.082
C27 -0.131 -1.588 3.076  -0.291
H40 -3.154 4.288 -2.057  0.135
H41 -2.312 -5.732 -1.609  0.116
C28 -4.038 -2.354 0.092  -0.097
H42 6.802 -2.552 -0.069  0.096
N13 0.903 4.218 1.138  0.041
N14 0.251 3.118 1.520  0.086
H43 -3.903 -2.307 -2.058  0.113
N15 2.911 5.086 0.252  0.106
N16 2.793 2.906 0.950  0.159
H44 1.514 -5.314 -2.270  0.112
C29 -0.376 -4.582 -2.943  -0.204
H45 3.795 2.849 0.955  0.108
H46 3.886 -3.619 1.700  0.056
O2 -6.061 -1.068 -0.073  0.052
C30 2.246 4.134 0.766  -0.570
H47 -2.053 -4.432 -0.456  0.090
H48 -0.661 -3.647 2.979  0.073
C31 0.416 -0.513 -0.731  -0.202
H49 -4.203 -3.125 0.849  0.137
N17 5.778 0.351 -1.027  0.032
H50 1.244 -2.679 -2.060  0.114
H51 1.710 2.862 -2.057  0.097
C32 -4.552 2.897 -1.572  -0.561
H52 -0.300 4.230 -3.152  0.097
C33 -4.957 -1.196 0.419  -0.472
N18 4.448 0.236 -1.036  0.056
C34 -4.370 -2.926 -1.289  -0.191